Below is 2 unconnected molecules or ions with the total composition C7H5NO3S at a distorted geometry, with properties calculated with wB97M-V/def2-TZVPD.

Properties
Gap between HOMO and LUMO (alpha / beta), eV: 6.1 / 7.8
Relative energy (zero: lowest compared OMol25 entry of this formula, charge and spin), kJ/mol: 534.4

Each line ends with the natural charge from an NBO analysis.
Cartesian coordinates (Å):
C 1.9469 0.6309 0.0690  -0.215
C 1.9632 -0.3333 -0.9626  -0.170
C 0.8834 0.7565 0.9059  -0.174
C 0.9143 -1.2343 -1.1464  -0.258
C -0.1931 -0.1114 0.7017  -0.170
C -0.1652 -1.0835 -0.3308  0.315
C -1.3717 -0.2233 1.4550  -0.330
N -2.0829 1.2688 -0.2746  0.462
O -1.5505 2.3153 -0.1361  -0.358
O -2.4975 0.6696 -1.2405  -0.371
O -1.2552 -1.9002 -0.3940  -0.573
S -2.1848 -1.6849 0.9612  0.704
H 2.7146 1.2844 0.2407  0.213
H 2.7963 -0.4520 -1.6223  0.217
H 0.7558 1.7085 1.4144  0.232
H 0.9114 -1.8996 -1.9594  0.232
H -1.5850 0.2885 2.3187  0.244

Forces on atoms 1 to 3 (eV/Å):
-0.86 -1.86 -1.18
-0.19 -0.18 0.71
-1.15 0.54 -0.77



Below is a molecular structure, C62H57IrN6O4Si, with properties calculated with wB97M-V/def2-TZVPD.

Properties
Net charge: +1
Gap between HOMO and LUMO (alpha / beta), eV: 5.4 / 5.4
Relative energy (zero: lowest compared OMol25 entry of this formula, charge and spin), kJ/mol: 90.9
2S+1: 2

Each line ends with the Löwdin spin population.
Cartesian coordinates (Å):
Ir -0.7705 -0.7694 0.1074  0.824
C -5.2453 4.0691 -7.0839  0.000
O -5.0584 2.6631 -7.0727  0.000
C -4.5582 2.1037 -5.9511  0.000
C -4.4233 0.7154 -5.9624  0.000
C -3.9222 0.0492 -4.8677  0.000
C -3.5520 0.7187 -3.6897  0.000
C -3.6465 2.1142 -3.7320  0.000
C -4.1477 2.8056 -4.8247  0.000
C -2.9254 0.0819 -2.4963  0.004
C -2.0461 -1.0497 -2.6658  0.003
C -2.2195 -2.1390 -3.4926  0.004
C -1.1234 -2.9817 -3.3680  -0.002
C -0.2767 -2.4586 -2.4171  0.008
N -0.8003 -1.1948 -1.9710  0.011
C 0.9004 -3.0744 -1.8985  -0.006
C 1.3704 -2.8695 -0.6306  0.006
C 2.4681 -3.5936 -0.0351  -0.002
C 2.4016 -3.3862 1.2930  0.003
C 1.2597 -2.5305 1.5351  -0.001
C 0.8091 -2.1830 2.8282  -0.001
C 1.4656 -2.8540 3.9791  0.000
C 1.3876 -4.2423 4.1250  0.000
C 1.9735 -4.8805 5.1956  0.000
C 2.6648 -4.1423 6.1593  0.000
O 3.2021 -4.8573 7.1740  0.000
C 3.8865 -4.1494 8.1927  0.000
C 2.7675 -2.7611 6.0246  0.000
C 2.1654 -2.1361 4.9386  0.000
C -0.2006 -1.2754 3.0687  0.002
N -0.8645 -0.5248 2.1312  0.015
C -1.6260 0.3860 2.7903  -0.003
C -2.4472 1.3413 2.1926  0.007
C -2.8980 2.5420 2.9407  0.001
C -3.5482 2.5299 4.1787  0.001
C -3.8693 3.7007 4.8328  0.000
C -3.5542 4.9375 4.2668  0.000
O -3.9091 6.0257 4.9889  0.000
C -3.6673 7.3016 4.4210  0.000
C -2.9250 4.9781 3.0269  0.000
C -2.6092 3.7872 2.3864  0.001
C -2.8758 1.2453 0.8564  -0.003
C -4.0529 1.9327 0.3583  -0.001
C -4.2200 1.5569 -0.9188  -0.004
C -3.1333 0.6490 -1.2568  0.001
N -2.3761 0.4482 -0.1103  0.019
C -1.4526 0.1981 4.2205  -0.001
C -0.6305 -0.8530 4.3867  -0.004
N 0.6938 -2.1689 0.3672  0.011
C 1.6319 -4.0348 -2.7698  -0.001
C 1.0912 -5.2687 -3.1094  0.000
C 1.7832 -6.1682 -3.9097  0.000
C 3.0474 -5.8307 -4.3841  0.000
O 3.8079 -6.6239 -5.1734  0.000
C 3.2782 -7.8814 -5.5555  0.000
C 3.6093 -4.6031 -4.0321  0.000
C 2.9106 -3.7230 -3.2335  0.000
H -5.7013 4.3043 -8.0406  0.000
H -4.2906 4.5935 -6.9970  0.000
H -5.9121 4.3827 -6.2771  0.000
H -4.7205 0.1722 -6.8489  0.000
H -3.8471 -1.0190 -4.9554  0.000
H -3.2656 2.7095 -2.9152  0.000
H -4.1838 3.8842 -4.7880  0.000
H -3.1037 -2.3617 -4.0581  0.000
H -0.9825 -3.9163 -3.8803  0.000
H 3.1728 -4.2000 -0.5772  0.000
H 3.0452 -3.7853 2.0573  0.000
H 0.8482 -4.8276 3.3900  0.000
H 1.9066 -5.9532 5.3146  0.000
H 4.1977 -4.8932 8.9200  0.000
H 3.2299 -3.4225 8.6772  0.000
H 4.7684 -3.6406 7.7952  0.000
H 3.3156 -2.1676 6.7410  0.000
H 2.2714 -1.0631 4.8283  0.000
H -3.8679 1.5973 4.6255  0.000
H -4.3873 3.6819 5.7817  0.000
H -4.0535 8.0263 5.1313  0.000
H -4.1892 7.4127 3.4673  0.000
H -2.5974 7.4726 4.2753  0.000
H -2.6768 5.9152 2.5506  0.000
H -2.0946 3.8347 1.4337  0.000
H -4.7010 2.5444 0.9622  0.000
H -5.0521 1.7782 -1.5636  0.000
H -1.9357 0.7527 5.0037  0.000
H -0.3301 -1.3106 5.3134  0.000
H 0.1268 -5.5620 -2.7131  0.000
H 1.3356 -7.1234 -4.1405  0.000
H 4.0293 -8.3445 -6.1882  0.000
H 2.3503 -7.7634 -6.1204  0.000
H 3.0983 -8.5156 -4.6840  0.000
H 4.5994 -4.3624 -4.3946  0.000
H 3.3628 -2.7765 -2.9608  0.000
C -0.2290 1.8294 -2.5018  0.000
Si 0.3947 0.0888 -2.7982  0.003
C 0.2398 -0.2996 -4.6302  0.000
C 2.2074 -0.1276 -2.3245  0.000
C 3.0495 -0.0660 -3.4482  0.000
C 4.4343 -0.1108 -3.3317  0.000
C 5.0134 -0.2379 -2.0829  0.000
C 4.2036 -0.2938 -0.9565  0.000
C 2.8259 -0.2234 -1.0744  0.000
H -0.2342 2.3362 -3.4692  0.000
H 0.4435 2.3566 -1.8271  0.000
H -1.2295 1.8766 -2.0903  0.000
H 0.6573 0.5369 -5.1944  0.000
H -0.8003 -0.3877 -4.9404  0.000
H 0.7787 -1.2024 -4.9143  0.000
H 2.6347 0.0090 -4.4417  0.000
H 5.0520 -0.0634 -4.2189  0.000
H 6.0902 -0.2856 -1.9845  0.000
H 4.6492 -0.3920 0.0254  0.000
H 2.2287 -0.2468 -0.1770  0.000
N 0.5110 1.2090 0.4013  0.071
C 0.5582 2.1170 1.1205  0.022
N 0.6117 3.1323 1.9403  0.007
C 0.7655 2.9031 3.3845  0.001
C 2.1948 3.2043 3.8120  0.000
C 2.6067 4.6068 3.3691  0.000
C 2.4197 4.7827 1.8630  0.000
C 0.9832 4.4692 1.4677  0.001
H 0.4651 1.8805 3.6047  0.000
H 0.0570 3.5736 3.8839  0.001
H 2.8630 2.4630 3.3620  0.000
H 2.2772 3.0973 4.8952  0.000
H 3.6428 4.8040 3.6453  0.000
H 1.9950 5.3453 3.8985  0.000
H 3.0885 4.1034 1.3257  0.000
H 2.6713 5.7976 1.5515  0.000
H 0.8210 4.5165 0.3916  0.000
H 0.2925 5.1726 1.9449  0.000

Forces on atoms 1 to 3 (eV/Å):
0.05 -0.18 0.48
0.00 0.03 0.01
-0.01 -0.04 0.04



Below is 3 unconnected molecules or ions with the total composition C36H70N4O8P at a distorted geometry, with properties calculated with wB97M-V/def2-TZVPD.

Properties
Net charge: +1
Gap between HOMO and LUMO, eV: 7.5

Each line ends with the Mulliken charge.
Cartesian coordinates (Å):
C 1.9082 0.0791 2.6000  -0.936
C 2.4583 1.1558 1.6637  -0.880
C 1.3083 2.0539 1.1657  -0.154
C 0.6074 1.4857 -0.0837  -0.303
C -0.0946 2.5856 -0.9012  -1.315
C -1.4114 2.9756 -0.2018  -0.279
C -2.5889 2.0914 -0.6750  -2.274
C -3.2997 1.2574 0.3993  1.141
C -4.3980 0.3959 -0.3145  -2.439
C -4.6685 -0.8110 0.6249  1.959
C -5.7653 -1.7610 0.1268  -1.301
C -5.2600 -3.2044 -0.0484  0.022
O -5.8707 -4.1446 0.4254  -0.578
C -3.9553 -3.3787 -0.7754  0.304
C -3.0338 -4.2942 -0.3725  -0.823
C -1.8496 -4.3913 -1.0312  -0.097
C -1.5787 -3.5754 -2.0822  -0.462
C -2.5043 -2.6685 -2.5086  -0.816
C -3.6889 -2.5698 -1.8474  -0.043
C -4.9460 -0.2216 2.0352  -1.496
N -5.1860 1.2369 2.0190  0.274
C -4.0240 2.0525 1.4976  0.989
C -3.1520 2.5706 2.6610  -1.566
C -2.0439 1.6567 3.1497  -0.239
O -2.5654 0.6963 4.0765  -0.407
C -1.6465 -0.3227 4.3017  0.515
C -1.6624 -1.5169 3.3785  -0.602
O -0.8783 -0.2716 5.2419  -0.555
P -4.8932 3.5618 0.7059  0.013
N -6.0157 3.9508 1.9541  -0.529
O -3.8255 4.7930 0.5649  -0.410
H 1.1979 -0.5695 2.0864  0.123
H 1.3905 0.5461 3.4359  0.254
H 2.7374 -0.5194 2.9692  0.485
H 3.1486 1.7972 2.2046  0.303
H 2.9207 0.7228 0.7810  0.405
H 1.6536 3.0645 0.9460  0.537
H 0.5506 2.1386 1.9473  -0.202
H -0.1668 0.7597 0.1980  -0.215
H 1.3414 0.9283 -0.6659  0.779
H 0.5851 3.4364 -0.9165  0.488
H -0.2582 2.3045 -1.9410  0.330
H -1.6200 3.9987 -0.5021  0.469
H -1.2178 2.9289 0.8658  -0.056
H -2.1542 1.3642 -1.3631  0.896
H -3.2806 2.6674 -1.2862  0.593
H -2.5873 0.5227 0.7743  -0.431
H -5.2926 0.9999 -0.4682  0.180
H -3.9772 0.0731 -1.2583  0.807
H -3.7000 -1.3005 0.6978  -0.182
H -6.6396 -1.7934 0.7737  0.495
H -6.1235 -1.4270 -0.8484  0.561
H -3.2279 -4.9403 0.4715  0.475
H -1.1021 -5.1125 -0.7251  0.333
H -0.6354 -3.6195 -2.6032  0.423
H -2.3181 -1.9994 -3.3354  0.472
H -4.4220 -1.8473 -2.1627  0.634
H -5.8634 -0.6784 2.4041  0.837
H -4.1661 -0.5213 2.7251  -0.166
H -5.4050 1.5182 2.9759  0.550
H -6.0200 1.4867 1.4765  0.598
H -2.6990 3.5360 2.4576  0.584
H -3.8011 2.7358 3.5294  0.608
H -1.3393 2.2753 3.7131  0.775
H -1.4551 1.1835 2.3627  -0.180
H -2.4256 -2.2339 3.6760  0.346
H -1.8167 -1.2453 2.3314  0.076
H -0.7123 -2.0343 3.4311  0.338
H -6.4074 4.8608 1.7364  0.348
H -5.5998 3.9528 2.8839  0.247
H -3.5741 5.1600 1.4272  0.332
C 5.8896 -6.2915 -0.2094  -0.707
O 5.1363 -7.2387 0.5246  -0.337
C 5.2114 -7.0787 1.9360  -0.804
C 3.8938 -6.5874 2.5023  -0.184
N 3.6301 -5.2044 2.1155  -0.246
C 2.2712 -4.7494 2.3903  -0.752
C 1.1112 -5.4598 1.6952  -0.623
O 1.0529 -5.2580 0.2921  -0.278
C 1.8876 -6.1135 -0.4761  -0.701
H 5.9065 -6.6179 -1.2478  0.237
H 5.4423 -5.2924 -0.1640  0.292
H 6.9197 -6.2398 0.1535  0.344
H 6.0330 -6.4165 2.2228  0.403
H 5.4151 -8.0670 2.3562  0.402
H 3.9291 -6.6487 3.5937  0.372
H 3.1104 -7.2676 2.1451  0.165
H 3.8064 -5.1025 1.1253  0.079
H 2.2287 -3.6947 2.1022  0.384
H 2.1050 -4.7873 3.4719  0.382
H 0.1863 -5.0262 2.0884  0.342
H 1.0685 -6.5291 1.9298  0.408
H 1.9953 -7.1002 -0.0218  0.351
H 2.8704 -5.6641 -0.6323  0.193
H 1.4255 -6.2306 -1.4574  0.307
C 0.9016 5.6292 -4.3820  -0.876
O 1.4565 4.4898 -3.7484  -0.171
C 2.0545 3.5612 -4.6473  -0.907
C 3.5639 3.5523 -4.5066  -0.174
N 4.1527 4.7861 -5.0110  -0.306
C 5.5632 4.9684 -4.6702  -0.695
C 5.9480 5.0576 -3.1951  -0.450
O 5.4841 6.2221 -2.5350  -0.438
C 4.1541 6.1634 -2.0588  -0.480
H 0.3189 6.1695 -3.6373  0.250
H 1.6773 6.2968 -4.7686  0.319
H 0.2358 5.3406 -5.2003  0.349
H 1.7578 3.7560 -5.6815  0.457
H 1.6817 2.5696 -4.3718  0.379
H 3.9692 2.7091 -5.0740  0.388
H 3.7937 3.3937 -3.4445  0.135
H 3.6330 5.5712 -4.6429  0.086
H 5.8839 5.8964 -5.1490  0.375
H 6.1388 4.1607 -5.1332  0.388
H 7.0382 5.1146 -3.1507  0.356
H 5.6669 4.1601 -2.6305  0.327
H 3.8742 5.1542 -1.7443  0.219
H 3.4496 6.5278 -2.8115  0.140
H 4.0830 6.8283 -1.1972  0.347

Forces on atoms 1 to 3 (eV/Å):
0.47 0.14 -0.32
-1.29 0.53 0.17
-0.25 -0.44 -0.36



Below is a molecular structure, C59H48ClN2NiP3Si at a distorted geometry, with properties calculated with wB97M-V/def2-TZVPD.

Properties
Gap between HOMO and LUMO (alpha / beta), eV: 7.6 / 7.6
Relative energy (zero: lowest compared OMol25 entry of this formula, charge and spin), kJ/mol: 117.6

Each line ends with the Mulliken charge.
Cartesian coordinates (Å):
Ni -0.4332 1.1802 0.9142  0.227
C -1.5989 -6.7090 2.5225  -0.666
C -2.1387 -5.4316 2.6161  -0.832
C -1.6512 -4.4123 1.8187  -0.164
C -0.6272 -4.6504 0.9005  0.385
C -0.0917 -5.9315 0.8140  -0.476
C -0.5750 -6.9538 1.6219  -0.695
P -0.0153 -3.2076 -0.0534  1.722
C 1.0258 -3.9698 -1.3541  -0.395
C 2.3672 -4.1597 -1.0265  -0.585
C 3.2537 -4.7042 -1.9410  -0.823
C 2.8147 -5.0389 -3.2146  -0.624
C 1.4876 -4.8301 -3.5606  -0.694
C 0.5982 -4.3024 -2.6354  0.007
C -1.5492 -2.7399 -0.9378  -0.159
C -2.5409 -3.6729 -1.2371  -0.085
C -3.6932 -3.2945 -1.9076  -0.943
C -3.8479 -1.9706 -2.2971  -1.097
C -2.8518 -1.0487 -2.0149  -0.134
C -1.6921 -1.4101 -1.3217  -0.401
Si -0.4178 -0.0502 -0.9627  2.070
C -0.6142 1.1318 -2.4442  -0.294
C -0.4046 0.7810 -3.7814  -0.292
C -0.6073 1.7002 -4.7916  -0.978
C -1.0417 2.9911 -4.4898  -0.937
C -1.2627 3.3540 -3.1765  -0.507
C -1.0354 2.4256 -2.1603  -0.133
P -1.3661 2.7046 -0.3916  2.201
C -3.1941 2.7640 -0.4343  0.953
C -3.8902 3.9016 -0.8392  -0.699
C -5.2632 3.8625 -1.0042  -0.865
C -5.9586 2.6795 -0.7825  -0.681
C -5.2724 1.5403 -0.3949  -1.263
C -3.8967 1.5842 -0.2194  -0.054
C -0.8981 4.4459 -0.1281  1.010
C 0.1616 5.0017 -0.8376  -0.920
C 0.5229 6.3256 -0.6361  -0.649
C -0.1593 7.1003 0.2880  -0.719
C -1.2030 6.5453 1.0168  -0.831
C -1.5686 5.2268 0.8117  -0.440
C 1.3196 -0.7480 -1.2551  0.087
C 1.6120 -1.7208 -2.2162  -0.724
C 2.9223 -2.0376 -2.5261  -0.754
C 3.9691 -1.3717 -1.8920  -1.404
C 3.6957 -0.4186 -0.9284  0.118
C 2.3740 -0.1221 -0.5894  -0.995
P 1.8777 1.0612 0.7082  1.447
C 2.7409 0.4601 2.2128  1.124
C 2.4296 1.0839 3.4215  -0.474
C 2.9720 0.6271 4.6119  -1.035
C 3.8129 -0.4756 4.6211  -0.654
C 4.1024 -1.1216 3.4292  -0.912
C 3.5718 -0.6576 2.2340  -0.062
C 2.7604 2.6109 0.2948  0.680
C 2.8666 3.6048 1.2672  -0.269
C 3.5148 4.7944 0.9856  -0.895
C 4.0394 5.0242 -0.2789  -0.627
C 3.8932 4.0629 -1.2660  -0.759
C 3.2566 2.8620 -0.9823  -0.666
H -1.9765 -7.5070 3.1479  0.379
H -2.9369 -5.2278 3.3178  0.451
H -2.0760 -3.4165 1.9035  0.415
H 0.7002 -6.1422 0.1063  0.350
H -0.1513 -7.9461 1.5387  0.426
H 2.7192 -3.8691 -0.0435  0.421
H 4.2892 -4.8521 -1.6661  0.402
H 3.5061 -5.4516 -3.9368  0.378
H 1.1414 -5.0792 -4.5550  0.423
H -0.4329 -4.1380 -2.9220  0.454
H -2.4167 -4.7026 -0.9243  0.545
H -4.4605 -4.0258 -2.1244  0.429
H -4.7415 -1.6539 -2.8194  0.474
H -2.9924 -0.0222 -2.3306  0.555
H -0.0776 -0.2197 -4.0345  0.423
H -0.4317 1.4195 -5.8216  0.438
H -1.2076 3.7064 -5.2840  0.410
H -1.6015 4.3548 -2.9401  0.459
H -3.3569 4.8280 -1.0172  0.367
H -5.7927 4.7546 -1.3101  0.441
H -7.0317 2.6494 -0.9153  0.398
H -5.8020 0.6127 -0.2271  0.518
H -3.3633 0.6875 0.0769  0.107
H 0.7129 4.4053 -1.5546  0.416
H 1.3455 6.7442 -1.1994  0.435
H 0.1223 8.1331 0.4447  0.404
H -1.7319 7.1398 1.7492  0.446
H -2.3754 4.7970 1.3904  0.494
H 0.8063 -2.2455 -2.7177  0.891
H 3.1334 -2.8009 -3.2636  0.815
H 4.9953 -1.6085 -2.1412  0.423
H 4.5111 0.0959 -0.4340  0.677
H 1.7210 1.9031 3.4394  -0.020
H 2.7168 1.1256 5.5378  0.447
H 4.2291 -0.8374 5.5520  0.391
H 4.7431 -1.9939 3.4243  0.452
H 3.7926 -1.1957 1.3232  0.217
H 2.4310 3.4552 2.2485  0.318
H 3.5951 5.5518 1.7535  0.446
H 4.5455 5.9554 -0.4970  0.416
H 4.2794 4.2396 -2.2610  0.409
H 3.1491 2.1247 -1.7646  0.322
Cl -0.4880 2.7473 2.6255  -0.445
N -2.9567 0.4697 2.8393  -0.194
C -1.9017 -0.3543 3.1182  0.455
C -1.9745 -1.2362 4.2078  -1.092
C -0.9291 -2.0891 4.4620  -0.726
C 0.1745 -2.0768 3.6166  -0.843
C 0.1618 -1.1995 2.5596  -1.079
N -0.8358 -0.3399 2.2943  1.234
H -3.6031 0.5876 3.6044  0.302
H -2.6664 1.3583 2.4468  -0.065
H -2.8503 -1.2155 4.8415  0.401
H -0.9717 -2.7646 5.3059  0.501
H 1.0179 -2.7331 3.7607  0.544
H 0.9917 -1.1773 1.8683  0.177

Forces on atoms 1 to 3 (eV/Å):
0.07 0.47 -0.21
0.00 0.00 -0.01
0.01 -0.03 0.04